(one)
Computed, not measured: a 2-piece molecular cluster, C4H11NO overall, with the ωB97M-V functional and the def2-TZVPD basis.

XYZ file:
```
17
C4H11NO | OMol25 | the ωB97M-V functional and the def2-TZVPD basis
C 0.158 1.769 4.514
C -0.510 1.658 3.232
C -1.459 2.570 2.755
H 0.339 0.813 5.019
H 1.166 2.153 4.272
H -0.343 2.452 5.189
H -0.111 0.918 2.534
H -2.028 2.417 1.849
H -1.729 3.469 3.315
N -0.552 -2.156 -4.195
C 0.868 -2.171 -4.479
O 1.659 -2.887 -3.545
H -0.950 -3.064 -4.382
H -0.724 -1.811 -3.264
H 1.000 -2.653 -5.440
H 1.230 -1.143 -4.536
H 1.985 -2.333 -2.837
```

The LUMO energy (spin up / spin down) comes out at -5.738 / -9.403 eV. The calculation puts the HOMO energy (spin up / spin down) at -11.3 / -11.3 eV. Its expectation value of S² is 0.753. The value obtained for the orbital gap (spin up / spin down) is 5.57 / 1.90 eV. The net charge is +1. Its spin multiplicity is 2. The value obtained for the molar mass is 89.14 g/mol.

For reference, the natural (NBO) charges in units of e are:
1 C -0.721
2 C 0.144
3 C -0.030
4 H 0.308
5 H 0.330
6 H 0.259
7 H 0.242
8 H 0.237
9 H 0.229
10 N -0.844
11 C 0.080
12 O -0.737
13 H 0.369
14 H 0.349
15 H 0.175
16 H 0.146
17 H 0.462

(two)
Computed, not measured: an isolated ion of composition C4H11NO and charge +1, with the ωB97M-V functional and the def2-TZVPD basis.

XYZ file:
```
17
C4H11NO | OMol25 | the ωB97M-V functional and the def2-TZVPD basis
C 0.869 -1.790 -0.484
C -0.071 -1.073 0.486
C -1.554 -1.137 0.040
N 0.274 0.311 0.712
C 0.517 1.230 -0.402
O 0.016 2.497 -0.182
H 0.572 -1.707 -1.530
H 1.894 -1.413 -0.476
H 0.935 -2.829 -0.180
H -0.025 -1.547 1.466
H -2.179 -0.709 0.815
H -1.719 -0.508 -0.846
H -1.796 -2.126 -0.334
H 0.888 0.463 1.515
H 1.604 1.359 -0.470
H 0.153 0.758 -1.318
H -0.891 2.489 0.087
```

The LUMO energy (spin up / spin down) comes out at -3.225 / -8.271 eV. The calculation puts the HOMO energy (spin up / spin down) at -16.1 / -16.1 eV. Its expectation value of S² is 0.754. The value obtained for the orbital gap (spin up / spin down) is 12.90 / 7.83 eV. The net charge is +1. Its spin multiplicity is 2. The value obtained for the molar mass is 89.14 g/mol.

For reference, the natural (NBO) charges in units of e are:
1 C -0.618
2 C -0.107
3 C -0.606
4 N -0.108
5 C 0.041
6 O -0.649
7 H 0.239
8 H 0.235
9 H 0.268
10 H 0.238
11 H 0.238
12 H 0.218
13 H 0.262
14 H 0.422
15 H 0.241
16 H 0.196
17 H 0.491

Name the least stable of them. (one).

(one)
Computed, not measured: an isolated molecule of C2H3N3S, with the ωB97M-V functional and the def2-TZVPD basis.

XYZ file:
```
9
C2H3N3S | OMol25 | the ωB97M-V functional and the def2-TZVPD basis
S -2.005 -0.071 -0.015
C -0.235 -0.016 0.007
C 0.586 1.079 0.007
N 1.908 0.692 -0.014
N 1.925 -0.602 -0.007
N 0.637 -1.033 0.011
H -2.015 1.213 0.143
H 0.300 2.168 0.009
H 0.408 -2.020 0.069
```

The LUMO energy comes out at 0.578 eV. The calculation puts the HOMO energy at -9.1 eV. The value obtained for the orbital gap is 9.68 eV. Its spin multiplicity is 1. The value obtained for the molar mass is 101.13 g/mol. Its SMILES is Sc1cnn[nH]1.

For reference, the natural (NBO) charges in units of e are:
1 S 0.068
2 C -0.045
3 C -0.161
4 N -0.214
5 N -0.060
6 N -0.361
7 H 0.136
8 H 0.218
9 H 0.418

(two)
Computed, not measured: an isolated molecule of C2H3N3S, with the ωB97M-V functional and the def2-TZVPD basis.

XYZ file:
```
9
C2H3N3S | OMol25 | the ωB97M-V functional and the def2-TZVPD basis
S -1.279 3.356 -0.184
N -0.692 1.819 -0.582
N -0.394 1.075 -1.684
C 0.096 -0.089 -1.272
C 0.061 -0.208 0.079
N -0.375 1.041 0.552
H 0.431 -0.847 -2.033
H 0.429 -0.824 0.837
H -0.844 1.450 1.352
```

The LUMO energy (spin up / spin down) comes out at -0.150 / -0.150 eV. The calculation puts the HOMO energy (spin up / spin down) at -8.0 / -8.0 eV. The value obtained for the orbital gap (spin up / spin down) is 7.84 / 7.84 eV. Its spin multiplicity is 1. The value obtained for the molar mass is 101.13 g/mol. Its SMILES is [S-][n+]1ncc[nH]1.

For reference, the natural (NBO) charges in units of e are:
1 S -0.167
2 N -0.064
3 N -0.191
4 C -0.100
5 C -0.068
6 N -0.340
7 H 0.242
8 H 0.235
9 H 0.453

Name the least stable of them. (two).

(one)
Computed, not measured: a 4-piece molecular cluster, C3H12O4 overall, with the ωB97M-V functional and the def2-TZVPD basis.

XYZ file:
```
19
C3H12O4 | OMol25 | the ωB97M-V functional and the def2-TZVPD basis
C -1.861 -1.683 -1.021
C -2.192 -1.229 0.174
C -1.340 -0.229 0.942
O -0.036 -0.769 1.226
H -2.579 -2.328 -1.522
H -0.918 -1.588 -1.529
H -3.136 -1.500 0.629
H -1.259 0.696 0.363
H -1.834 0.021 1.885
H 0.544 0.015 1.328
O 1.510 -0.500 -1.121
H 2.389 -0.547 -0.734
H 1.008 -0.891 -0.351
O 1.060 2.084 -1.085
H 1.532 2.646 -1.691
H 1.207 1.195 -1.486
O 1.986 1.154 1.258
H 2.333 1.609 2.045
H 1.584 1.841 0.689
```

The LUMO energy comes out at 0.526 eV. The calculation puts the HOMO energy at -9.6 eV. The value obtained for the orbital gap is 10.17 eV. Its spin multiplicity is 1. The value obtained for the molar mass is 112.12 g/mol. Its SMILES is C=CCO.O.O.O.

For reference, the natural (NBO) charges in units of e are:
1 C -0.374
2 C -0.204
3 C -0.113
4 O -0.760
5 H 0.193
6 H 0.204
7 H 0.199
8 H 0.183
9 H 0.166
10 H 0.504
11 O -0.981
12 H 0.479
13 H 0.504
14 O -0.987
15 H 0.469
16 H 0.510
17 O -0.985
18 H 0.479
19 H 0.513

(two)
Computed, not measured: a 4-piece molecular cluster, C3H12O4 overall, with the ωB97M-V functional and the def2-TZVPD basis.

XYZ file:
```
19
C3H12O4 | OMol25 | the ωB97M-V functional and the def2-TZVPD basis
C 1.418 -0.266 -2.962
C 0.201 0.177 -2.184
C -0.294 -0.592 -1.200
O -1.352 -0.223 -0.449
H 1.192 -0.167 -4.039
H 1.597 -1.329 -2.824
H 2.259 0.407 -2.797
H -0.507 0.956 -2.482
H 0.137 -1.566 -1.088
H -1.606 -0.883 0.209
O -0.422 -2.184 2.055
H -1.314 -2.019 2.362
H 0.017 -1.576 2.698
O 0.300 1.908 1.161
H 0.907 2.593 0.892
H -0.153 1.685 0.334
O -1.038 0.690 3.299
H -0.741 1.520 2.869
H -0.603 0.870 4.144
```

The LUMO energy comes out at 0.628 eV. The calculation puts the HOMO energy at -8.5 eV. The value obtained for the orbital gap is 9.09 eV. Its spin multiplicity is 1. The value obtained for the molar mass is 112.12 g/mol. Its SMILES is C/C=C/O.O.O.O.

For reference, the natural (NBO) charges in units of e are:
1 C -0.631
2 C -0.324
3 C 0.146
4 O -0.702
5 H 0.208
6 H 0.214
7 H 0.213
8 H 0.204
9 H 0.169
10 H 0.502
11 O -0.946
12 H 0.464
13 H 0.484
14 O -0.960
15 H 0.471
16 H 0.493
17 O -0.959
18 H 0.496
19 H 0.458

(three)
Computed, not measured: a 4-piece molecular cluster, C3H12O4 overall, with the ωB97M-V functional and the def2-TZVPD basis.

XYZ file:
```
19
C3H12O4 | OMol25 | the ωB97M-V functional and the def2-TZVPD basis
C -2.148 -1.463 2.022
C -2.078 0.030 1.697
C -0.955 0.223 0.667
O -0.740 1.191 0.067
H -1.968 -2.004 0.993
H -3.261 -1.729 2.250
H -1.476 -1.911 2.740
H -3.101 0.397 1.271
H -1.939 0.635 2.563
H -0.216 -0.598 0.481
O 0.044 3.990 -1.041
H -0.209 3.165 -0.888
H 0.714 4.377 -0.602
O 2.963 2.601 -5.676
H 2.041 2.941 -5.332
H 3.310 2.238 -4.864
O 2.934 -4.500 1.538
H 3.587 -5.201 1.359
H 2.497 -4.382 0.755
```

The LUMO energy comes out at 0.581 eV. The calculation puts the HOMO energy at -10.1 eV. The value obtained for the orbital gap is 10.72 eV. Its spin multiplicity is 1. The value obtained for the molar mass is 112.12 g/mol. Its SMILES is CCC=O.O.O.O.

For reference, the natural (NBO) charges in units of e are:
1 C -0.617
2 C -0.529
3 C 0.465
4 O -0.532
5 H 0.199
6 H 0.221
7 H 0.223
8 H 0.236
9 H 0.237
10 H 0.098
11 O -0.955
12 H 0.484
13 H 0.470
14 O -0.933
15 H 0.470
16 H 0.464
17 O -0.929
18 H 0.469
19 H 0.460

(four)
Computed, not measured: a 4-piece molecular cluster, C3H12O4 overall, with the ωB97M-V functional and the def2-TZVPD basis.

XYZ file:
```
19
C3H12O4 | OMol25 | the ωB97M-V functional and the def2-TZVPD basis
C 0.886 -2.672 -0.680
C 1.302 -1.230 -0.689
C 0.463 -0.233 -0.399
O 0.713 1.109 -0.551
H 1.452 -3.045 0.192
H -0.163 -2.761 -0.410
H 1.275 -3.177 -1.563
H 2.380 -1.072 -0.713
H -0.566 -0.423 -0.104
H 1.532 1.302 -0.070
O -3.201 -0.172 -2.994
H -3.201 0.173 -3.901
H -2.293 -0.458 -2.850
O 1.295 3.482 1.559
H 1.491 3.426 2.496
H 2.197 3.745 1.302
O -1.645 0.366 3.078
H -2.413 0.439 3.666
H -1.504 1.197 2.632
```

The LUMO energy comes out at 0.473 eV. The calculation puts the HOMO energy at -8.6 eV. The value obtained for the orbital gap is 9.12 eV. Its spin multiplicity is 1. The value obtained for the molar mass is 112.12 g/mol. Its SMILES is C/C=C/O.O.O.O.

For reference, the natural (NBO) charges in units of e are:
1 C -0.635
2 C -0.271
3 C 0.117
4 O -0.696
5 H 0.209
6 H 0.218
7 H 0.218
8 H 0.190
9 H 0.169
10 H 0.479
11 O -0.938
12 H 0.467
13 H 0.470
14 O -0.922
15 H 0.462
16 H 0.461
17 O -0.949
18 H 0.473
19 H 0.477

Name the least stable of them. (three).

(one)
Computed, not measured: C2H4 as an isolated structure, with the ωB97M-V functional and the def2-TZVPD basis.

XYZ file:
```
6
C2H4 | OMol25 | the ωB97M-V functional and the def2-TZVPD basis
C -0.582 0.008 -0.719
C -0.269 1.227 -0.246
H 0.704 0.685 -1.148
H -0.785 -0.394 -1.679
H 0.134 -0.929 1.954
H 0.797 -0.597 1.839
```

The LUMO energy comes out at 0.319 eV. The calculation puts the HOMO energy at -10.6 eV. The value obtained for the orbital gap is 10.89 eV. Its spin multiplicity is 1. The value obtained for the molar mass is 28.05 g/mol.

For reference, the Mulliken charges in units of e are:
1 C -0.313
2 C -0.262
3 H 0.247
4 H 0.322
5 H 0.014
6 H -0.008

(two)
Computed, not measured: an isolated molecule of C2H4, with the ωB97M-V functional and the def2-TZVPD basis.

XYZ file:
```
6
C2H4 | OMol25 | the ωB97M-V functional and the def2-TZVPD basis
C -0.504 -0.119 0.346
C 0.444 0.097 -0.517
H -1.461 0.529 0.618
H -0.437 -0.958 1.118
H 0.587 0.824 -1.367
H 1.372 -0.374 -0.199
```

The LUMO energy comes out at 1.391 eV. The calculation puts the HOMO energy at -10.1 eV. The value obtained for the orbital gap is 11.49 eV. Its spin multiplicity is 1. The value obtained for the molar mass is 28.05 g/mol. Its SMILES is C=C.

For reference, the natural (NBO) charges in units of e are:
1 C -0.380
2 C -0.415
3 H 0.196
4 H 0.194
5 H 0.210
6 H 0.196

Name the least stable of them. (one).

(one)
Computed, not measured: CH3N2O2S as an isolated structure, with the ωB97M-V functional and the def2-TZVPD basis.

XYZ file:
```
9
CH3N2O2S | OMol25 | the ωB97M-V functional and the def2-TZVPD basis
C 1.318 -0.078 0.175
N 1.510 -0.116 1.477
N 0.218 -0.033 -1.416
O -2.361 -0.091 -1.620
O -1.269 -0.788 0.446
S -1.182 -0.009 -0.744
H -1.430 1.379 -0.187
H 0.881 -0.014 2.244
H 2.314 -0.250 -0.374
```

The LUMO energy comes out at 4.257 eV. The calculation puts the HOMO energy at -4.7 eV. The value obtained for the orbital gap is 8.93 eV. The net charge is -1. Its spin multiplicity is 1. The value obtained for the molar mass is 107.11 g/mol.

For reference, the natural (NBO) charges in units of e are:
1 C 0.282
2 N -0.726
3 N -0.968
4 O -1.009
5 O -1.036
6 S 2.135
7 H -0.181
8 H 0.364
9 H 0.140

(two)
Computed, not measured: a 2-piece molecular cluster, CH3N2O2S overall, with the ωB97M-V functional and the def2-TZVPD basis.

XYZ file:
```
9
CH3N2O2S | OMol25 | the ωB97M-V functional and the def2-TZVPD basis
C 0.270 -0.132 -0.372
N -0.033 1.170 -0.071
N 1.199 0.543 0.463
O -0.817 -0.732 1.676
O -1.971 -1.143 -0.523
S -0.803 -1.369 0.326
H 0.801 -0.370 -2.111
H 0.340 1.851 -0.822
H 1.014 0.182 1.434
```

The LUMO energy comes out at 4.058 eV. The calculation puts the HOMO energy at -3.6 eV. The value obtained for the orbital gap is 7.66 eV. The net charge is -1. Its spin multiplicity is 1. The value obtained for the molar mass is 107.11 g/mol.

For reference, the natural (NBO) charges in units of e are:
1 C 0.019
2 N -0.491
3 N -0.544
4 O -1.058
5 O -1.042
6 S 1.477
7 H -0.078
8 H 0.341
9 H 0.377

Name the least stable of them. (two).